# 1
16
Properties=species:S:1:pos:R:3:nbo_charge:R:1 method="wB97M-V/def2-TZVPD" max_force_ev_per_a=4.45 relative_energy_kcal_mol=80.2 orbital_gap_ev=9.1 e_tot_ev=-18664.0487
S 1.89 -1.10 -1.00 -0.01
O 0.57 0.72 1.60 -0.56
N -1.55 1.11 -0.09 -0.64
C -0.90 -0.20 -0.31 -0.16
C -2.24 1.25 1.19 -0.43
C 0.16 -0.36 -1.47 -0.48
C 0.25 -0.17 0.84 0.41
H -0.16 -1.01 -2.32 0.23
H -1.68 -0.95 -0.09 0.22
H 1.25 -2.21 -0.63 0.12
H -1.61 0.73 1.97 0.20
H 0.36 -1.20 1.25 0.10
H -2.43 2.36 1.34 0.22
H 0.35 0.62 -1.85 0.23
H -3.30 0.91 1.07 0.19
H -0.82 1.83 -0.25 0.36

# 2
119
Properties=species:S:1:pos:R:3:lowdin_charge:R:1 method="wB97M-V/def2-TZVPD" max_force_ev_per_a=4.09 relative_energy_kcal_mol=0.0 orbital_gap_ev=4.6 charge=-1 e_tot_ev=-175063.3845
Ba 0.16 -0.83 -0.04 2.04
Se -0.26 4.40 1.48 0.52
Cl 2.21 -7.47 -3.33 0.62
P -3.91 0.11 0.35 1.07
P -1.52 2.55 -2.61 1.12
O -1.01 -2.37 -1.43 -0.26
O -1.96 -6.29 5.25 0.06
O 1.53 -2.52 -0.24 -0.42
N -0.94 -2.97 1.65 0.01
N 1.30 1.42 0.00 -0.07
N 3.61 8.19 0.14 0.03
N 1.69 1.23 -4.78 0.07
N 0.99 0.07 -2.35 -0.05
N 0.89 -0.05 2.28 -0.08
N 0.71 1.22 4.75 0.08
N -3.04 -4.48 6.06 0.17
C 0.84 1.91 3.62 -0.08
C -8.01 0.54 0.93 -0.09
C -2.40 4.14 -2.35 -0.37
C -3.62 0.89 1.98 -0.40
C 2.19 4.11 0.01 -0.24
C -4.36 5.55 -2.19 -0.09
C -1.73 -2.37 2.54 -0.16
C 1.94 1.83 -3.64 -0.10
C 0.78 -0.73 3.43 -0.15
C -2.57 1.71 -3.85 -0.38
C -2.01 1.61 -1.09 -0.43
C -3.04 2.14 2.16 -0.09
C 2.19 3.38 -1.11 0.00
C -2.99 2.39 -5.00 -0.10
C -6.63 0.59 1.15 -0.08
C -0.59 -4.24 1.89 -0.09
C 0.77 -0.54 -3.53 -0.16
C -3.81 0.34 -5.97 -0.10
C 0.73 -0.12 4.65 -0.14
C -1.62 5.21 -1.90 -0.12
C -1.84 -4.31 3.92 -0.12
C -1.01 -4.94 3.01 0.01
C 1.00 1.29 2.36 -0.21
C 1.54 3.54 1.25 -0.60
C -3.39 -0.35 -4.85 -0.09
C -0.61 -3.38 -2.02 -0.22
C -3.61 1.72 -6.04 -0.09
C -2.28 -5.12 5.13 -0.49
C -2.75 2.61 3.44 -0.09
C -2.77 0.32 -3.80 -0.11
C 1.64 -3.63 -0.89 -0.38
C -2.20 6.43 -1.59 -0.08
C 1.96 -6.01 -2.39 -0.67
C -3.78 4.32 -2.49 -0.11
C 2.86 6.19 1.24 -0.04
C -6.27 -0.38 -1.01 -0.11
C -5.75 0.13 0.18 -0.36
C 3.31 7.50 1.24 -0.16
C -3.06 1.84 4.55 -0.08
C 0.64 -4.08 -1.81 -0.14
C 2.93 -5.62 -1.45 -0.10
C 1.06 0.03 -4.74 -0.16
C 2.69 5.50 0.04 -0.18
C -3.66 0.59 4.38 -0.10
C 1.55 1.30 -2.37 -0.26
C -2.21 -3.00 3.68 0.00
C 3.45 7.53 -1.02 -0.17
C 1.31 2.06 1.15 -0.31
C -3.57 6.60 -1.73 -0.10
C -7.64 -0.42 -1.23 -0.09
C 2.77 -4.47 -0.72 0.00
C -3.51 1.44 -0.86 -0.40
C -3.92 0.12 3.11 -0.17
C 0.84 -5.26 -2.56 -0.08
C 1.68 2.04 -1.15 -0.27
C -8.52 0.04 -0.26 -0.10
C 3.00 6.22 -1.11 -0.03
H -3.89 -0.02 5.25 0.09
H -3.96 2.39 -0.55 0.08
H -8.02 -0.80 -2.17 0.10
H -2.85 -2.43 4.34 0.10
H -8.69 0.90 1.70 0.10
H -4.02 1.13 -1.78 0.05
H -2.43 -0.24 -2.94 0.09
H -1.55 2.17 -0.25 0.04
H -2.83 2.20 5.55 0.10
H 3.80 -6.24 -1.31 0.10
H -4.28 -0.19 -6.80 0.09
H -4.39 3.51 -2.85 0.10
H -3.53 -1.43 -4.79 0.10
H -2.75 2.76 1.31 0.05
H -1.99 -1.34 2.34 0.08
H 0.08 -5.57 -3.27 0.11
H -2.83 3.46 -5.07 0.10
H 2.60 3.80 -2.02 0.09
H 3.68 8.09 -1.92 0.09
H 2.89 5.79 -2.09 0.10
H -9.59 0.00 -0.42 0.10
H 2.62 5.72 2.19 0.09
H -3.28 -3.51 6.00 0.08
H 0.73 -1.82 3.35 0.10
H -3.94 2.27 -6.92 0.10
H -0.71 -5.97 3.18 0.12
H 0.67 -0.69 5.57 0.10
H -6.26 0.99 2.08 0.10
H 0.83 -0.46 -5.68 0.09
H 3.43 8.03 2.18 0.10
H 0.33 -1.54 -3.49 0.09
H -4.03 7.55 -1.48 0.10
H -1.26 -3.83 -2.78 0.13
H 2.10 3.77 2.15 0.06
H -1.54 0.62 -1.10 -0.04
H 2.45 2.78 -3.70 0.10
H -5.43 5.68 -2.30 0.10
H -0.55 5.07 -1.76 0.08
H 0.06 -4.71 1.15 0.11
H 0.77 3.00 3.68 0.07
H -4.38 -0.86 2.98 0.10
H -3.32 -5.01 6.87 0.11
H 3.52 -4.16 0.01 0.12
H -1.58 7.24 -1.21 0.11
H -5.59 -0.76 -1.77 0.10
H -2.25 3.57 3.55 0.06

# 3
5
Properties=species:S:1:pos:R:3:nbo_charge:R:1 method="wB97M-V/def2-TZVPD" max_force_ev_per_a=1.55 relative_energy_kcal_mol=17.6 orbital_gap_ev=9.9 e_tot_ev=-12939.2238
S 1.03 1.33 -0.26 0.09
C -0.50 -0.94 0.70 -0.23
C 0.17 -0.11 0.12 -0.24
H 0.55 1.36 -1.49 0.14
H -1.24 -1.65 0.94 0.24

# 4
17
Properties=species:S:1:pos:R:3:nbo_charge:R:1 method="wB97M-V/def2-TZVPD" max_force_ev_per_a=3.83 relative_energy_kcal_mol=39.9 orbital_gap_ev=10.4 e_tot_ev=-9337.2563
O -1.06 1.34 -3.12 -0.60
N -0.45 0.14 -1.33 -0.63
N -1.11 -0.70 2.00 -0.85
C 0.58 -0.61 -0.68 -0.22
C -0.19 0.70 -2.56 0.52
C 1.03 0.06 0.69 -0.43
C -0.18 0.48 1.67 -0.23
H 1.48 -0.79 -1.31 0.22
H -1.88 -0.72 1.40 0.35
H 1.64 1.00 0.65 0.21
H -0.61 -1.54 2.03 0.35
H -1.35 0.15 -0.95 0.40
H 0.16 -1.67 -0.44 0.19
H 0.16 0.93 2.58 0.20
H -0.72 1.35 1.18 0.19
H 1.65 -0.68 1.16 0.20
H 0.83 0.55 -2.99 0.12

# 5
11
Properties=species:S:1:pos:R:3:nbo_charge:R:1 method="wB97M-V/def2-TZVPD" max_force_ev_per_a=3.40 relative_energy_kcal_mol=87.2 orbital_gap_ev=10.3 e_tot_ev=-8989.2492
F -0.85 -0.15 -1.02 -0.39
O -0.76 -0.79 -3.16 -0.66
C 1.45 -0.92 0.69 -0.28
C 0.76 -0.12 1.22 0.02
C -0.15 0.93 1.73 -0.70
C -0.89 -1.16 -1.96 0.56
H -1.20 0.75 1.74 0.24
H 0.12 1.19 2.85 0.24
H 2.27 -1.53 0.30 0.24
H -0.61 0.15 -3.37 0.49
H -0.15 1.64 0.98 0.24

# 6
85
Properties=species:S:1:pos:R:3:mulliken_spin:R:1 method="wB97M-V/def2-TZVPD" max_force_ev_per_a=0.67 s_squared=3.773 orbital_gap_ev="7.6 / 7.6" spin_multiplicity=4 charge=+2 e_tot_ev=-99949.9931
Cr -2.05 -1.12 -2.08 3.12
S -0.34 2.35 -4.69 0.00
F 2.79 -1.74 2.68 0.00
O -2.73 2.71 -1.73 0.01
O -2.96 0.50 -1.52 -0.01
O -0.69 -0.67 -0.64 0.00
N -4.27 -2.81 -3.12 0.00
N -0.09 2.78 1.46 0.00
N -3.12 -3.71 -1.11 0.01
N -2.66 1.06 -4.62 0.01
N -0.88 0.17 -3.37 -0.06
N 5.74 1.30 5.11 0.00
N -1.25 -2.70 -3.19 -0.07
N -3.85 -1.53 -3.00 -0.05
N -2.71 -2.49 -0.70 -0.10
N 3.39 0.65 4.10 0.00
N -2.00 -3.82 -3.35 0.00
C 0.51 0.42 -3.20 -0.01
C 2.28 2.02 -3.75 0.00
C 2.40 0.58 3.11 0.00
C 2.12 -0.60 2.39 0.00
C -1.47 -4.60 -4.29 0.01
C -6.03 -1.53 -3.51 0.00
C 1.65 1.70 2.77 0.00
C -2.40 1.65 -1.26 0.00
C -0.56 0.40 0.01 -0.03
C 3.18 1.24 -3.06 0.00
C -0.33 -3.99 -4.78 0.00
C 0.12 4.03 2.16 0.00
C -2.94 -3.81 1.09 0.00
C -1.00 2.72 0.47 0.00
C -1.40 1.09 -4.17 0.02
C -5.57 -2.84 -3.43 0.02
C -0.25 -2.80 -4.07 0.02
C -1.28 1.59 -0.25 0.02
C -4.92 -0.75 -3.21 0.02
C -1.07 4.84 2.57 0.00
C 4.23 -0.51 4.44 0.00
C 0.96 1.59 -3.82 0.00
C 3.29 1.60 5.20 0.00
C 1.44 -0.36 -2.52 0.00
C -3.26 -4.52 -0.06 0.01
C -0.27 4.12 3.61 0.00
C 0.65 1.65 1.77 0.00
C 1.19 -0.66 1.40 0.00
C -2.60 -2.54 0.63 0.02
C 4.63 2.31 5.37 0.00
C 5.28 -0.09 5.45 0.00
C 0.42 0.46 1.07 0.00
C 2.76 0.05 -2.46 0.00
B -3.35 -3.96 -2.62 0.00
H -2.30 -1.67 1.19 0.00
H 1.00 4.57 1.83 0.00
H 4.76 2.70 6.37 0.00
H -4.86 0.32 -3.08 0.00
H 4.22 1.53 -3.01 0.00
H 3.00 1.10 6.12 0.00
H -1.53 3.63 0.24 0.00
H -1.94 -5.54 -4.56 0.00
H 3.48 -0.57 -1.95 0.00
H -3.85 -5.03 -2.82 0.00
H -2.05 4.43 2.35 0.00
H -2.96 -4.16 2.11 0.00
H 5.99 1.33 4.13 0.00
H 6.58 1.55 5.64 0.00
H 0.37 4.71 4.26 0.00
H 1.82 2.64 3.25 0.00
H -6.08 -3.78 -3.56 0.00
H -1.00 5.91 2.49 0.00
H 1.15 -1.29 -2.06 0.00
H 6.14 -0.76 5.42 0.00
H 3.67 -1.35 4.86 0.00
H 1.02 -1.60 0.88 0.00
H 2.59 2.93 -4.25 0.00
H 2.53 2.36 5.01 0.00
H 0.49 -2.02 -4.16 0.00
H -3.60 -5.53 -0.19 0.00
H 4.76 3.11 4.65 0.00
H 0.34 -4.34 -5.54 0.00
H 4.91 -0.05 6.47 0.00
H -0.71 3.24 4.06 0.00
H 4.72 -0.87 3.54 0.00
H -7.03 -1.20 -3.74 0.00
H -3.07 1.90 -4.99 0.00
H -3.29 0.36 -4.26 0.00